Entry 1:
This record from OMol25 describes a cluster of 2 separate species, CH3O3 in total in a non-equilibrium geometry. The level of theory is ωB97M-V/def2-TZVPD.

ORCA input file:
```
! RIJCOSX wB97M-V def2-TZVPD def2/J DEFGRID3
* xyz -1 1
O -1.981 -1.061 -2.717
H -2.167 -0.219 -3.189
H -1.357 -0.810 -1.998
O -0.479 -1.584 1.513
O 0.000 0.000 0.000
C 0.299 -0.859 0.832
H 1.397 -0.980 1.000
*
```

The value obtained for the gap between HOMO and LUMO is 8.152 eV. The value obtained for the HOMO energy is -3.99 eV. As for the total energy: -265.68165 Ha.

Entry 2:
This record from OMol25 describes a structure of composition C33H41BrFN5O2SiW in a non-equilibrium geometry. The level of theory is ωB97M-V/def2-TZVPD.

ORCA input file:
```
! RIJCOSX wB97M-V def2-TZVPD def2/J DEFGRID3
* xyz 2 3
W -0.373 0.252 0.752
C -4.270 -5.561 0.903
C -3.549 -4.284 0.569
C -4.190 -3.250 -0.089
C -3.534 -2.055 -0.450
C -4.278 -1.065 -1.150
N -3.848 0.073 -1.592
C -4.707 1.064 -2.257
C -3.889 2.176 -2.929
C -4.081 3.611 -2.393
N -3.290 3.977 -1.224
C -1.964 3.751 -0.996
C -1.044 3.235 -1.955
C -1.027 3.625 -3.311
C -0.271 2.965 -4.270
C -0.324 3.390 -5.711
C 0.470 1.861 -3.876
C 0.483 1.434 -2.538
C 1.172 0.220 -2.192
N 1.049 -0.433 -1.095
C 1.857 -1.652 -0.996
C 2.700 -1.695 0.275
C 1.851 -1.674 1.568
N 0.419 -1.597 1.252
C -0.182 -2.740 1.119
C -1.532 -2.909 0.663
C -2.214 -4.108 0.913
C -2.187 -1.889 -0.058
O -1.514 -0.797 -0.356
C -0.209 2.160 -1.568
O -0.158 1.771 -0.283
H -5.266 -5.578 0.467
H -4.375 -5.676 1.982
H -3.716 -6.424 0.534
H -5.238 -3.356 -0.348
H -5.332 -1.264 -1.326
H -2.856 0.270 -1.493
H -5.413 1.470 -1.530
H -5.292 0.540 -3.014
H -4.146 2.208 -3.987
H -2.838 1.903 -2.889
H -5.125 3.747 -2.111
H -3.886 4.304 -3.215
H -3.793 4.451 -0.495
H -1.639 3.854 0.030
H -1.618 4.483 -3.606
H -0.685 4.413 -5.805
H -1.001 2.740 -6.268
H 0.657 3.328 -6.181
H 1.042 1.308 -4.613
H 1.829 -0.176 -2.968
H 2.534 -1.723 -1.850
H 1.191 -2.518 -1.038
H 3.390 -0.854 0.272
H 3.299 -2.605 0.239
H 2.111 -0.812 2.179
H 2.048 -2.568 2.160
H 0.344 -3.635 1.444
H -1.686 -4.898 1.437
C -1.821 2.122 4.544
Si -0.416 1.006 3.986
C -2.348 1.206 1.114
C 0.750 0.440 5.323
N 0.327 1.264 2.439
C 1.204 2.381 2.382
C 1.095 3.493 3.222
C 2.000 4.541 3.155
C 3.064 4.506 2.271
C 3.229 3.403 1.444
C 2.301 2.397 1.520
F 2.487 1.278 0.768
H -2.783 1.675 4.297
H -1.780 3.115 4.096
H -1.789 2.247 5.628
H -2.678 1.765 0.239
H -3.134 0.472 1.314
H -2.368 1.918 1.939
H 0.229 -0.194 6.043
H 1.127 1.307 5.872
H 1.612 -0.106 4.940
H 0.287 3.547 3.945
H 1.877 5.394 3.808
H 3.778 5.316 2.236
H 4.066 3.323 0.763
Br -1.640 -0.909 3.266
*
```

The value obtained for the gap between HOMO and LUMO (spin up / spin down) is 4.055 / 6.658 eV. The value obtained for the HOMO energy (spin up / spin down) is -10.62 / -13.16 eV. As for the total energy: -4736.38868 Ha.

- total energy of number 2 (C33H41BrFN5O2SiW)?
  -4736.38868 Ha

- total energy of number 2 (C33H41BrFN5O2SiW)?
  -4736.38868 Ha

- Among the records above, which one has the lowest total energy?
  C33H41BrFN5O2SiW